2 unconnected molecules or ions with the total composition C9H12N2 in a non-equilibrium geometry. Source: OMol25; level of theory: ωB97M-V/def2-TZVPD.

Computed properties:
gap between HOMO and LUMO	8.14	eV
molecular weight	148.2	g/mol
E	-459.43427	hartree
LUMO energy	0.06	eV
HOMO	-8.0798	eV
net charge	0

```
23
C9H12N2 | OMol25 | ωB97M-V/def2-TZVPD
C 3.349 -1.877 2.056
C 2.927 -0.655 1.592
C 2.288 -2.760 2.030
C 1.626 -0.812 1.319
C 0.020 0.821 0.300
C -1.331 2.030 -1.207
C -1.427 2.437 0.331
C -0.462 0.705 -1.114
C -1.339 -0.530 -1.297
N -0.443 1.691 1.044
N 1.169 -2.062 1.584
H 4.338 -2.243 2.397
H 3.592 0.171 1.536
H 2.106 -3.762 2.151
H -2.173 1.701 -1.740
H -0.941 2.928 -1.608
H -1.424 3.616 0.438
H -2.421 2.238 0.648
H 0.423 0.715 -1.646
H -1.783 -0.975 -0.299
H -0.711 -1.348 -1.680
H -2.233 -0.467 -1.838
H 0.213 -2.150 1.794
```

=====

A single C3H5NO2S molecule in a non-equilibrium geometry. Source: OMol25; level of theory: ωB97M-V/def2-TZVPD.

Computed properties:
gap between HOMO and LUMO	10.46	eV
SMILES string	C=NOCC(=O)S
molecular weight	119.1	g/mol
E	-720.65536	hartree
LUMO energy	0.73	eV
HOMO	-9.7261	eV
net charge	0

```
12
C3H5NO2S | OMol25 | ωB97M-V/def2-TZVPD
C 2.852 0.117 0.163
N 1.813 0.054 -0.540
O 0.906 0.999 -0.154
C -0.281 0.931 -0.908
C -1.296 -0.057 -0.350
O -2.216 -0.470 -0.999
S -0.854 -0.737 1.265
H 3.078 0.866 0.933
H 3.493 -0.739 -0.065
H -0.728 1.904 -0.877
H -0.084 0.682 -1.972
H -1.946 -1.485 1.315
```

=====

2 unconnected molecules or ions with the total composition H3O5PS in a non-equilibrium geometry. Source: OMol25; level of theory: ωB97M-V/def2-TZVPD.

Computed properties:
gap between HOMO and LUMO	10.80	eV
molecular weight	146.1	g/mol
E	-1117.54452	hartree
LUMO energy	0.31	eV
HOMO	-10.4933	eV
net charge	0

```
10
H3O5PS | OMol25 | ωB97M-V/def2-TZVPD
O -1.432 0.926 2.303
O -1.202 -0.082 -0.046
O 1.494 0.364 -0.492
O 0.189 -1.009 1.933
O 0.645 0.374 -2.686
P 0.436 1.063 -1.275
S -0.400 0.482 1.451
H -1.962 -0.608 0.104
H 0.863 -1.197 1.258
H 1.368 -0.312 -2.551
```

=====

A molecular structure, C20H21ClF4KN5O3S in a non-equilibrium geometry. Source: OMol25; level of theory: ωB97M-V/def2-TZVPD.

Computed properties:
gap between HOMO and LUMO	5.64	eV
molecular weight	562.0	g/mol
E	-3132.02844	hartree
LUMO energy	3.79	eV
HOMO	-1.8526	eV
net charge	-2

```
56
C20H21ClF4KN5O3S | OMol25 | ωB97M-V/def2-TZVPD
K -0.413 1.171 -1.197
C 1.763 -1.461 -1.047
N 2.540 -0.367 -1.667
C 2.850 -0.597 -3.040
C 3.547 0.327 -0.911
C 3.293 0.573 0.559
N 2.023 1.153 0.786
C 1.635 1.329 2.064
C 0.274 1.818 2.290
F -0.520 2.078 1.185
C -0.251 2.033 3.559
F -1.480 2.594 3.685
C 0.572 1.890 4.661
C 1.862 1.409 4.481
F 2.608 1.195 5.576
C 2.393 1.049 3.258
F 3.577 0.351 3.184
H 2.428 -2.375 -1.007
H 0.909 -1.716 -1.719
H 1.422 -1.203 -0.025
H 3.005 -1.675 -3.199
H 3.734 0.007 -3.311
H 1.937 -0.328 -3.596
H 3.624 1.296 -1.383
H 4.578 -0.146 -1.030
H 4.102 1.289 0.849
H 3.433 -0.346 1.182
H 0.235 2.164 5.659
O -2.190 -0.835 0.385
S -1.347 -1.969 0.848
C -1.995 -3.576 0.131
C -2.020 -4.638 1.300
C -1.713 -3.987 2.659
C -1.782 -2.479 2.542
H -1.398 -3.801 -0.757
H -3.023 -3.289 -0.215
H -1.286 -5.438 1.064
H -2.964 -5.219 1.318
H -0.770 -4.404 3.056
H -2.547 -4.308 3.311
H -1.066 -1.950 3.209
H -2.810 -2.035 2.663
Cl -3.895 -2.379 -3.939
C -2.739 -1.063 -3.576
C -1.272 -1.401 -3.221
O -0.468 -0.483 -3.518
O -1.028 -2.447 -2.588
H -3.266 -0.610 -2.707
H -2.726 -0.389 -4.423
N -1.221 3.716 -1.995
C -1.473 4.840 -2.281
C -1.854 6.158 -2.507
C -1.081 7.088 -3.193
N -0.444 7.921 -3.745
C -3.127 6.527 -2.017
N -4.176 6.937 -1.650
```

=====

19 unconnected molecules or ions with the total composition H39O19 in a non-equilibrium geometry. Source: OMol25; level of theory: ωB97M-V/def2-TZVPD.

Computed properties:
gap between HOMO and LUMO	10.40	eV
molecular weight	343.3	g/mol
E	-1452.69637	hartree
LUMO energy	-2.73	eV
HOMO	-13.1351	eV
net charge	+1

```
58
H39O19 | OMol25 | ωB97M-V/def2-TZVPD
O 0.649 3.767 1.013
H 1.644 -1.216 1.701
H 0.482 3.850 0.066
O -4.019 -0.238 2.977
H -3.985 0.720 2.829
H -4.483 -0.361 2.132
O -0.757 -1.045 -2.886
H 0.027 -3.641 -0.963
H -0.078 -0.689 -3.492
O -0.794 0.248 2.321
H -0.669 1.221 2.333
H 2.976 -1.021 -3.735
O -2.415 -3.427 0.106
H -2.733 -3.790 0.935
H -2.775 -3.998 -0.574
O -1.332 -0.746 -0.094
H -2.094 -1.329 -0.263
H -1.347 -0.967 0.862
O 4.073 0.235 0.320
H 0.554 -1.126 2.789
H 4.316 -0.493 -0.263
O 1.138 -1.736 2.328
H 4.724 0.171 1.028
O -3.504 1.631 0.314
H -2.924 2.178 0.866
H -2.878 0.922 0.087
O -1.573 2.820 2.700
H -0.751 3.290 2.516
H -3.012 2.156 -1.840
O 1.070 1.337 0.173
H -0.339 -1.903 -2.648
H 1.751 1.828 0.643
O 2.084 -1.124 -3.459
H 2.114 -0.965 -2.514
H 1.637 0.648 -0.199
O -0.283 -3.808 -1.872
H -1.604 2.660 3.649
H 0.561 4.692 1.279
O 0.796 -4.245 0.824
H 0.232 -3.635 1.317
H -0.352 0.138 1.469
O 3.282 -2.689 -0.484
H 2.600 -3.045 0.077
H -0.880 -0.311 -2.028
O 2.200 2.346 2.949
H 0.189 1.431 -1.329
H 2.729 1.688 2.480
O -0.349 1.078 -2.060
H 2.445 3.060 2.338
H -1.166 1.661 -2.193
O -2.413 2.360 -2.577
H -2.567 3.302 -2.707
H 3.784 -3.198 -1.102
O 1.706 3.034 -2.602
H 1.705 3.361 -1.704
H 2.291 3.655 -3.034
H 0.410 -4.418 -2.133
H 1.117 -4.865 1.463
```

=====

A molecular structure, C28H28B3FeN4O24 in a non-equilibrium geometry. Source: OMol25; level of theory: ωB97M-V/def2-TZVPD.

Computed properties:
spin multiplicity	6
gap between HOMO and LUMO (spin up / spin down)	4.28 / 0.96	eV
molecular weight	892.8	g/mol
E	-4446.90453	hartree
LUMO energy (spin up / spin down)	-3.87 / -7.18	eV
HOMO (spin up / spin down)	-8.1450 / -8.1432	eV
net charge	0

```
88
C28H28B3FeN4O24 | OMol25 | ωB97M-V/def2-TZVPD
Fe 10.431 -17.959 5.981
O 21.750 -15.547 6.569
C 20.968 -16.121 5.824
O 19.804 -15.699 5.381
B 19.233 -16.723 4.441
O 20.362 -17.712 4.244
C 21.293 -17.462 5.115
O 22.319 -18.085 5.375
O 18.747 -16.220 3.106
C 17.417 -16.353 3.058
O 16.575 -16.027 2.139
C 16.994 -17.079 4.403
O 18.082 -17.409 5.039
O 15.870 -17.346 4.818
O 20.501 -15.853 13.319
C 19.516 -15.273 12.840
O 18.338 -15.741 12.491
B 17.518 -14.630 11.898
O 18.490 -13.509 11.717
C 19.601 -13.772 12.366
O 20.553 -13.043 12.560
O 16.839 -15.111 10.656
C 15.506 -15.129 10.813
O 14.647 -15.478 9.967
C 15.174 -14.585 12.210
O 16.371 -14.393 12.842
O 14.022 -14.396 12.619
O -1.420 -22.152 5.923
C -0.639 -21.222 5.895
O 0.527 -21.147 5.259
B 1.191 -19.836 5.494
O 0.391 -19.215 6.603
C -0.686 -19.955 6.818
O -1.671 -19.648 7.561
O 1.236 -19.009 4.307
C 2.539 -18.731 4.017
O 2.995 -17.969 3.152
C 3.377 -19.374 5.168
O 2.585 -20.104 5.883
O 4.617 -19.234 5.338
C 9.748 -12.265 -0.676
C 8.906 -13.342 -1.427
C 9.337 -14.792 -1.227
C 9.512 -15.175 0.173
N 9.595 -15.482 1.287
H 9.529 -11.221 -0.902
H 10.799 -12.287 -0.963
H 9.638 -12.408 0.399
H 8.980 -13.182 -2.503
H 7.844 -13.271 -1.192
H 10.215 -15.150 -1.765
H 8.565 -15.495 -1.538
C 9.693 -10.216 9.376
C 8.218 -9.992 9.022
C 7.410 -11.278 8.990
C 8.081 -12.378 8.353
N 8.661 -13.313 7.916
H 10.142 -11.177 9.126
H 9.856 -10.128 10.450
H 10.335 -9.451 8.939
H 8.143 -9.567 8.021
H 7.804 -9.227 9.679
H 6.404 -11.228 8.574
H 7.152 -11.625 9.990
C 9.260 -25.223 13.829
C 9.973 -24.269 12.869
C 9.173 -22.954 12.783
C 9.492 -22.059 11.649
N 9.719 -21.409 10.659
H 8.228 -25.397 13.526
H 9.209 -24.852 14.853
H 9.784 -26.176 13.907
H 9.935 -24.719 11.877
H 10.997 -24.035 13.160
H 9.338 -22.383 13.696
H 8.103 -23.154 12.717
C 10.698 -28.199 4.881
C 11.584 -26.996 4.465
C 10.785 -25.942 3.650
C 10.864 -24.559 4.121
N 10.905 -23.454 4.457
H 10.020 -27.880 5.673
H 11.378 -28.993 5.189
H 10.016 -28.522 4.094
H 12.365 -27.424 3.838
H 11.991 -26.527 5.361
H 9.754 -26.286 3.575
H 11.185 -25.924 2.636
```

=====

A single C7H18BN3 molecule. Source: OMol25; level of theory: ωB97M-V/def2-TZVPD.

Computed properties:
gap between HOMO and LUMO	9.97	eV
SMILES string	[H]/N=C(\N)NCCCCBCC
molecular weight	155.1	g/mol
E	-466.60759	hartree
LUMO energy	0.71	eV
HOMO	-9.2618	eV
net charge	0

```
29
C7H18BN3 | OMol25 | ωB97M-V/def2-TZVPD
H 1.595 -0.951 -2.123
N 0.737 -0.905 -1.584
C -0.286 -0.940 -2.328
N -0.264 -1.051 -3.745
N -1.584 -0.813 -1.835
C -1.691 -0.552 -0.397
C -1.764 0.944 -0.084
C -1.131 1.341 1.256
C 0.233 2.057 1.137
B 1.436 1.132 0.685
C 2.230 0.197 1.681
C 1.503 -1.104 2.048
H 0.678 -1.263 -4.051
H -0.836 -1.849 -4.016
H -2.108 -1.645 -2.082
H -2.632 -0.983 -0.074
H -0.919 -1.025 0.198
H -2.815 1.199 -0.024
H -1.358 1.526 -0.906
H -1.809 2.041 1.731
H -1.069 0.488 1.928
H 0.109 2.848 0.404
H 0.473 2.458 2.120
H 1.804 1.191 -0.451
H 3.166 -0.080 1.203
H 2.511 0.719 2.592
H 1.025 -1.564 1.197
H 2.225 -1.823 2.425
H 0.784 -0.960 2.846
```

=====

A molecular structure, C15H35FeN4O9P in a non-equilibrium geometry. Source: OMol25; level of theory: ωB97M-V/def2-TZVPD.

Computed properties:
spin multiplicity	5
gap between HOMO and LUMO (spin up / spin down)	4.95 / 5.87	eV
molecular weight	502.3	g/mol
E	-3093.48524	hartree
LUMO energy (spin up / spin down)	-0.36 / -1.67	eV
HOMO (spin up / spin down)	-5.3136 / -7.5360	eV
net charge	0

```
65
C15H35FeN4O9P | OMol25 | ωB97M-V/def2-TZVPD
O -0.725 -1.187 -4.372
H -1.149 -1.550 -5.157
Fe -0.725 -0.015 -0.979
N 0.723 -0.935 -1.672
N -1.411 -1.685 -0.493
N 0.026 1.648 -1.082
N -2.023 0.903 0.063
O 1.881 -0.536 -2.026
O 1.244 1.994 -1.583
O -3.061 0.375 0.770
O -2.471 -2.000 0.195
C -0.741 -2.685 -1.136
C 0.433 -2.275 -1.802
C -0.651 2.662 -0.456
C -1.803 2.228 0.252
C 1.274 -3.038 -2.742
H 1.138 -2.625 -3.749
H 0.987 -4.086 -2.746
H 2.326 -2.949 -2.455
C -1.378 -4.019 -1.239
H -2.339 -3.964 -1.773
H -1.572 -4.438 -0.243
H -0.718 -4.707 -1.783
C -0.130 4.045 -0.469
C -2.661 3.081 1.116
H 0.472 4.220 -1.374
H 0.496 4.236 0.420
H -0.971 4.755 -0.437
H -3.348 2.482 1.726
H -3.261 3.766 0.498
H -2.055 3.703 1.792
H 1.628 1.115 -1.933
H -2.936 -0.661 0.569
C -1.815 -0.040 -2.610
H -1.453 -0.759 -3.607
H -1.822 0.974 -3.014
H -2.837 -0.406 -2.386
O 1.036 0.745 -4.202
H 0.327 0.111 -4.526
H 0.684 1.615 -4.508
C -1.767 -1.835 3.509
C -1.146 -0.479 3.275
O 0.118 -0.668 2.549
P 0.641 -0.223 1.077
O 1.423 1.160 1.293
C 1.985 1.769 2.506
C 0.950 2.582 3.215
O 1.783 -1.291 0.796
C 3.093 -1.425 1.440
C 4.098 -0.529 0.771
H -2.061 -2.255 2.547
H -2.660 -1.747 4.134
H -1.060 -2.515 4.002
H -1.827 0.162 2.691
H -0.885 0.033 4.203
H 2.415 0.982 3.145
H 2.808 2.393 2.141
H 0.154 1.943 3.619
H 1.428 3.096 4.052
H 0.511 3.331 2.554
H 2.994 -1.200 2.509
H 3.338 -2.480 1.319
H 3.790 0.513 0.873
H 5.086 -0.644 1.223
H 4.171 -0.772 -0.294
```

=====

A gas-phase ion, C5H6NO (charge +1) in a non-equilibrium geometry. Source: OMol25; level of theory: ωB97M-V/def2-TZVPD.

Computed properties:
spin multiplicity	3
gap between HOMO and LUMO (spin up / spin down)	5.09 / 7.80	eV
molecular weight	96.1	g/mol
E	-323.56885	hartree
LUMO energy (spin up / spin down)	-5.34 / -6.64	eV
HOMO (spin up / spin down)	-10.4297 / -14.4366	eV
net charge	+1

```
13
C5H6NO | OMol25 | ωB97M-V/def2-TZVPD
C -1.533 -0.295 -0.515
C -2.722 -0.302 -0.278
C -0.162 -0.651 -0.740
C 1.857 0.408 0.321
C -4.176 0.087 0.400
N 0.745 -0.162 0.348
O -5.324 0.152 0.033
H -0.177 -1.759 -0.609
H 0.258 -0.464 -1.788
H 2.311 0.642 1.253
H 2.607 0.500 -0.455
H -3.839 0.164 1.386
H 0.397 -0.335 1.295
```

=====

A single C3H7NO molecule in a non-equilibrium geometry. Source: OMol25; level of theory: ωB97M-V/def2-TZVPD.

Computed properties:
gap between HOMO and LUMO	10.53	eV
SMILES string	CNC(C)=O
molecular weight	73.1	g/mol
E	-248.42749	hartree
LUMO energy	0.89	eV
HOMO	-9.6378	eV
net charge	0

```
12
C3H7NO | OMol25 | ωB97M-V/def2-TZVPD
C 0.697 0.832 1.529
N -0.307 0.236 0.658
C 0.207 -0.205 -0.649
C -0.792 -0.754 -1.606
O 1.398 -0.147 -0.832
H 1.567 0.146 1.783
H 0.856 1.815 1.054
H 0.271 1.292 2.343
H -0.623 -0.433 1.131
H -0.880 -1.900 -1.221
H -1.949 -0.103 -1.608
H -0.446 -0.777 -2.583
```

=====

2 unconnected molecules or ions with the total composition C4H13NO in a non-equilibrium geometry. Source: OMol25; level of theory: ωB97M-V/def2-TZVPD.

Computed properties:
gap between HOMO and LUMO	10.03	eV
SMILES string	CCN(C)C.O
molecular weight	91.2	g/mol
E	-290.16845	hartree
LUMO energy	0.99	eV
HOMO	-9.0456	eV
net charge	0

```
19
C4H13NO | OMol25 | ωB97M-V/def2-TZVPD
C 0.804 1.955 -0.396
C -0.367 1.068 0.014
N -0.031 -0.299 0.411
C -1.214 -0.913 1.008
C 1.022 -0.279 1.429
H 1.591 1.352 -0.863
H 1.299 2.342 0.497
H 0.458 2.738 -1.060
H -1.015 1.574 0.750
H -1.091 1.003 -0.809
H -1.785 -0.180 1.581
H -1.804 -1.343 0.200
H -0.889 -1.731 1.622
H 0.694 0.285 2.311
H 1.935 0.210 1.087
H 1.278 -1.278 1.747
O -0.267 -1.514 -2.136
H 0.194 -0.910 -1.530
H -0.440 -1.070 -2.971
```

=====

A molecular structure, C6H10O in a non-equilibrium geometry. Source: OMol25; level of theory: ωB97M-V/def2-TZVPD.

Computed properties:
gap between HOMO and LUMO	9.79	eV
molecular weight	98.1	g/mol
E	-309.70836	hartree
LUMO energy	0.85	eV
HOMO	-8.9432	eV
net charge	0

```
17
C6H10O | OMol25 | ωB97M-V/def2-TZVPD
C -1.436 -0.009 1.794
C -0.455 0.717 0.862
C 0.389 -0.155 -0.070
C 1.254 0.862 -1.152
O 1.136 -1.013 0.753
C -0.058 -0.703 -1.276
C -0.202 -1.242 -2.383
H -1.993 0.726 2.392
H -0.923 -0.679 2.491
H -2.169 -0.593 1.229
H 0.260 1.284 1.474
H -0.996 1.425 0.232
H 1.560 0.511 -2.159
H 0.673 1.776 -1.308
H 2.135 1.002 -0.553
H 1.409 -1.782 0.235
H -0.905 -2.052 -2.370
```

=====

A molecular structure, C32H28Cl3N4O7Ti in a non-equilibrium geometry. Source: OMol25; level of theory: ωB97M-V/def2-TZVPD.

Computed properties:
gap between HOMO and LUMO	5.56	eV
molecular weight	734.8	g/mol
E	-4211.55000	hartree
LUMO energy	-5.74	eV
HOMO	-11.2977	eV
net charge	+1

```
75
C32H28Cl3N4O7Ti | OMol25 | ωB97M-V/def2-TZVPD
Ti -0.429 -1.040 -0.835
C 1.763 -1.652 4.220
C 2.048 -0.188 3.905
C 3.100 0.375 4.866
C 2.460 0.054 2.466
C 2.887 -0.965 1.623
C 3.221 -0.714 0.298
C 3.179 0.576 -0.221
C 3.631 0.849 -1.629
C 2.799 1.607 0.638
C 2.435 1.349 1.950
H 1.328 -1.741 5.215
H 2.681 -2.244 4.215
H 1.065 -2.091 3.504
H 1.117 0.370 4.058
H 4.046 -0.156 4.743
H 2.777 0.256 5.902
H 3.286 1.434 4.689
H 2.963 -1.976 2.001
H 3.570 -1.524 -0.334
H 3.141 0.185 -2.345
H 4.705 0.687 -1.726
H 3.438 1.883 -1.916
H 2.827 2.631 0.278
H 2.142 2.170 2.598
C 0.868 -4.874 1.057
C -0.374 -5.482 1.207
C -1.501 -4.868 0.697
C -1.391 -3.631 0.050
C -0.148 -2.991 -0.036
C 0.979 -3.638 0.439
C -2.553 -2.956 -0.535
C -3.846 -3.533 -0.540
C -4.886 -2.877 -1.115
C -4.695 -1.597 -1.693
C -5.745 -0.865 -2.285
C -5.517 0.382 -2.800
C -4.227 0.938 -2.731
C -3.190 0.244 -2.166
C -3.403 -1.046 -1.648
N -2.359 -1.749 -1.086
H 1.756 -5.367 1.432
H -0.457 -6.437 1.706
H -2.455 -5.363 0.809
H 1.953 -3.181 0.327
H -3.996 -4.501 -0.091
H -5.875 -3.318 -1.129
H -6.731 -1.309 -2.319
H -6.320 0.940 -3.260
H -4.049 1.925 -3.137
H -2.198 0.681 -2.143
O 1.966 6.653 -1.575
N 1.907 5.851 -2.479
O 2.293 6.013 -3.613
C 1.309 4.540 -2.166
C 0.815 4.318 -0.918
C 0.245 3.063 -0.644
C 0.245 1.989 -1.575
O 0.016 0.792 -1.237
C 0.667 2.357 -2.881
C 1.215 3.571 -3.176
N 0.499 1.390 -3.978
O -0.465 0.656 -3.896
O 1.343 1.376 -4.843
N -0.331 2.894 0.618
O -0.145 3.606 1.551
O -1.163 1.854 0.679
H 0.844 5.095 -0.168
H 1.577 3.779 -4.174
Cl 0.860 -1.951 -2.430
Cl -3.351 2.745 1.792
C -1.935 1.722 1.904
Cl -0.700 -0.647 1.377
H -2.202 0.671 1.902
H -1.331 2.004 2.757
```